Molecular formula: C6H20AgBrO10P2
Method: DFT, ωB97M-V/def2-TZVPD

- net charge = -1
- E_tot (hartree) = -4396.81772
- 2S+1 = 2
- relative energy (zero: lowest compared OMol25 entry of this formula, charge and spin) (kJ/mol) = 0.0
- Kohn-Sham gap (spin up / spin down) (eV) = 6.193 / 5.816

Last column: Mulliken charge in e.
Geometry (Å):
1 Ag 15.76 -24.41 -19.26  0.5997
2 Br 15.05 -21.76 -19.35  -0.8299
3 O 17.71 -24.21 -20.30  -0.6917
4 H 18.04 -24.23 -21.21  0.0865
5 O 17.16 -24.05 -17.52  -0.6080
6 H 16.75 -23.83 -16.67  0.0953
7 C 14.51 -23.65 -14.84  -0.1152
8 O 13.21 -23.55 -15.45  -0.3580
9 P 12.98 -24.42 -16.80  0.5472
10 O 14.10 -24.70 -17.71  0.2895
11 O 12.31 -25.82 -16.25  -0.3412
12 C 13.14 -26.82 -15.74  -0.7647
13 O 11.70 -23.74 -17.46  -0.4133
14 C 11.32 -24.08 -18.79  -0.4205
15 H 14.75 -22.72 -14.33  0.2682
16 H 15.36 -23.75 -15.52  -0.1660
17 H 14.50 -24.40 -14.05  0.2898
18 H 13.09 -26.81 -14.65  0.2873
19 H 14.22 -26.66 -15.83  0.3441
20 H 12.86 -27.74 -16.27  0.2618
21 H 10.33 -24.54 -18.71  0.3118
22 H 12.08 -24.71 -19.26  0.0284
23 H 11.18 -23.17 -19.36  0.2512
24 C 15.72 -26.61 -22.70  -0.4293
25 O 14.65 -25.88 -23.34  -0.3852
26 P 13.62 -25.23 -22.22  0.3529
27 O 14.28 -24.88 -20.93  0.4097
28 O 13.00 -23.99 -23.00  -0.3902
29 C 13.93 -23.00 -23.49  -0.6340
30 O 12.35 -26.18 -22.08  -0.3719
31 C 12.46 -27.44 -21.39  -0.6788
32 H 16.45 -25.95 -22.22  0.1444
33 H 16.11 -27.31 -23.42  0.2672
34 H 15.42 -27.08 -21.76  0.1635
35 H 13.44 -22.03 -23.46  0.2471
36 H 14.15 -23.22 -24.53  0.2495
37 H 14.78 -22.83 -22.82  0.2896
38 H 12.17 -28.19 -22.13  0.2621
39 H 11.71 -27.53 -20.61  0.2594
40 H 13.46 -27.61 -21.00  0.2918